# 1
The following is a quantum chemistry calculation of one molecule with the formula C6H14 in a non-equilibrium geometry, from the Open Molecules 2025 dataset.

Properties
Net charge ... 0
SMILES string ... CCCC(C)C
HOMO energy ... -10.5 eV
Orbital gap ... 11.66 eV

Positions of all 20 atoms, in Å:
C (2.0318, 1.0816, 0.7154)
C (0.9759, 1.5131, -0.4605)
C (-0.3923, 0.7841, -0.3827)
C (-0.5989, -0.5949, 0.3622)
C (-2.0230, -0.7312, 0.5869)
C (-0.1149, -1.6987, -0.6005)
H (1.4832, 0.7624, 1.5903)
H (2.5306, 0.1944, 0.2346)
H (2.7919, 1.7685, 1.0108)
H (1.6162, 1.4827, -1.4262)
H (0.8205, 2.5409, -0.3278)
H (-0.8126, 0.5968, -1.4601)
H (-1.0680, 1.4879, -0.0139)
H (0.0123, -0.6088, 1.1721)
H (-2.5092, 0.0017, 1.0928)
H (-2.1910, -1.7838, 0.9217)
H (-2.6043, -0.6527, -0.4487)
H (0.7619, -1.3392, -1.2077)
H (0.2185, -2.7261, -0.1519)
H (-0.9287, -2.0786, -1.2068)

***

# 2
The following is a quantum chemistry calculation of C38H55BN14O9S6Zr as an isolated structure in a non-equilibrium geometry, from the Open Molecules 2025 dataset.

Properties
Net charge ... 0
HOMO energy ... -7.2 eV
Orbital gap ... 7.21 eV

Positions of all 124 atoms, in Å:
Zr (-0.8691, -0.4942, -0.2116)
C (1.5475, -6.5963, -1.1069)
C (1.3956, -5.1097, -1.4238)
C (-0.0885, -4.7864, -1.5364)
C (2.1360, -4.7979, -2.7233)
N (2.0191, -4.3124, -0.3200)
C (2.7591, -4.8834, 0.6982)
C (3.2983, -3.8806, 1.4111)
N (2.9024, -2.6893, 0.8458)
B (3.5163, -1.3862, 1.4399)
N (2.7444, -0.8738, 2.6710)
C (3.4155, -0.2539, 3.6963)
C (2.5129, 0.1191, 4.6164)
N (1.2648, -0.2770, 4.1593)
C (1.4298, -0.8846, 2.9513)
S (0.2066, -1.6625, 2.0300)
C (0.0604, -0.0025, 5.0095)
C (-1.2513, -0.5779, 4.4831)
C (0.3140, -0.6280, 6.3841)
C (-0.0634, 1.5203, 5.1228)
N (3.7977, -0.3093, 0.3643)
C (4.6161, -0.6855, -0.6804)
C (4.9435, 0.4120, -1.3760)
N (4.3332, 1.4911, -0.7552)
C (3.6083, 1.0298, 0.3125)
S (2.7029, 1.9773, 1.4141)
C (4.5367, 2.9071, -1.1761)
C (3.1978, 3.5474, -1.5219)
C (5.2555, 3.6650, -0.0598)
C (5.4168, 2.9385, -2.4249)
C (2.0986, -2.9574, -0.2030)
S (1.3728, -1.7768, -1.2332)
H (1.0619, -7.1530, -1.9069)
H (1.0540, -6.8626, -0.1711)
H (2.5911, -6.9120, -1.0717)
H (-0.5827, -5.5677, -2.1161)
H (-0.2517, -3.8353, -2.0283)
H (-0.5598, -4.7471, -0.5522)
H (1.6790, -5.3612, -3.5385)
H (3.1863, -5.0880, -2.6480)
H (2.0717, -3.7373, -2.9601)
H (2.8388, -5.9421, 0.8391)
H (3.9354, -3.9069, 2.2759)
H (4.5975, -1.7320, 1.8600)
H (4.4804, -0.1141, 3.6669)
H (2.6478, 0.6384, 5.5452)
H (-1.2232, -1.6618, 4.4025)
H (-1.5295, -0.1913, 3.5053)
H (-2.0227, -0.3043, 5.2058)
H (0.4601, -1.7040, 6.2864)
H (-0.5553, -0.4575, 7.0193)
H (1.1828, -0.2019, 6.8840)
H (-0.0867, 1.9764, 4.1313)
H (0.7712, 1.9592, 5.6700)
H (-0.9840, 1.7740, 5.6493)
H (4.8932, -1.7128, -0.8365)
H (5.5570, 0.5089, -2.2485)
H (2.5890, 3.6699, -0.6312)
H (2.6474, 2.9301, -2.2324)
H (3.3738, 4.5272, -1.9708)
H (4.6745, 3.6480, 0.8594)
H (5.4025, 4.7017, -0.3681)
H (6.2344, 3.2204, 0.1314)
H (4.9451, 2.4308, -3.2676)
H (6.4019, 2.5062, -2.2464)
H (5.5596, 3.9826, -2.7015)
N (-0.7418, 1.4227, 1.3440)
C (-0.8407, 2.6229, 0.4989)
C (-0.3222, 3.9021, 1.1632)
C (-0.5202, 5.2218, 0.4098)
C (-1.9248, 5.4613, -0.1563)
N (-2.0535, 4.8051, -1.4582)
C (-3.0152, 3.9552, -1.8182)
N (-4.2108, 3.9510, -1.2207)
N (-2.8030, 3.1186, -2.8339)
C (-0.1176, 2.2620, -0.8083)
O (0.0264, 3.0689, -1.7132)
O (0.2899, 1.0333, -0.8660)
H (-1.3390, 1.4887, 2.1607)
H (0.2334, 1.3393, 1.6578)
H (-1.8945, 2.7414, 0.2410)
H (0.7375, 3.7759, 1.3927)
H (-0.8451, 3.9825, 2.1241)
H (0.2054, 5.3093, -0.4014)
H (-0.2942, 6.0322, 1.1055)
H (-2.1073, 6.5309, -0.2689)
H (-2.6753, 5.0731, 0.5388)
H (-1.1508, 4.5366, -1.8452)
H (-4.3906, 4.5545, -0.4401)
H (-4.7924, 3.1293, -1.3458)
H (-1.8343, 2.9218, -3.0606)
H (-3.3931, 2.2841, -2.8434)
O (-4.5001, 1.1430, -1.6629)
C (-3.7625, 0.5994, -0.8363)
O (-2.4773, 0.7469, -0.8527)
C (-4.3922, -0.2068, 0.2571)
C (-5.7689, -0.1483, 0.3815)
C (-6.4026, -0.8585, 1.3811)
C (-5.6940, -1.6583, 2.2579)
C (-4.3292, -1.7394, 2.1172)
C (-3.6272, -1.0144, 1.1292)
O (-2.3341, -1.0570, 1.0481)
N (-3.6235, -2.6211, 3.0556)
O (-4.1532, -2.7909, 4.1441)
O (-2.6471, -3.2152, 2.6667)
N (-7.8562, -0.7603, 1.5221)
O (-8.4444, 0.0046, 0.7811)
O (-8.3917, -1.4543, 2.3632)
H (-6.3403, 0.4508, -0.3112)
H (-6.1956, -2.2157, 3.0341)
S (-2.1333, -2.0588, -1.9370)
C (-3.0658, -3.1039, -0.9962)
N (-3.7331, -3.8139, -0.3725)
S (-0.4947, 0.2885, -3.6936)
C (-0.8664, -0.4815, -5.1067)
N (-0.8168, 0.0982, -6.3192)
C (-1.4043, -0.6248, -7.4338)
C (-1.2526, -2.0961, -7.0702)
S (-1.3617, -2.1520, -5.2545)
H (-0.6570, 1.0926, -6.3504)
H (-0.8748, -0.3850, -8.3553)
H (-2.4590, -0.3595, -7.5552)
H (-0.2890, -2.4919, -7.3875)
H (-2.0488, -2.7038, -7.4926)

***

# 3
The following is a quantum chemistry calculation of a 2-piece molecular cluster, CH2N2OS overall in a non-equilibrium geometry, from the Open Molecules 2025 dataset.

Properties
Net charge ... 0
HOMO energy (alpha / beta) ... -7.5 / -7.8 eV
Orbital gap (alpha / beta) ... 7.25 / 7.40 eV

Positions of all 7 atoms, in Å:
C (-0.6622, -0.2952, 0.1011)
N (-0.5254, 1.8550, 0.1214)
N (0.5856, -0.7284, 0.0745)
O (0.6053, 2.0324, -0.0881)
S (-2.0301, -1.0005, -0.0595)
H (1.3803, -0.1092, -0.3544)
H (0.6465, -1.7541, 0.2051)

***

# 4
The following is a quantum chemistry calculation of a 2-piece molecular cluster, C3H10N2O2 overall in a non-equilibrium geometry, from the Open Molecules 2025 dataset.

Properties
Net charge ... 0
SMILES string ... C[C@H](O)CN=O.N
HOMO energy ... -8.5 eV
Orbital gap ... 9.27 eV

Positions of all 17 atoms, in Å:
C (0.7150, 0.1313, 1.2702)
C (-0.4645, 0.3329, 0.3050)
C (0.6302, -1.2229, 1.9682)
N (-0.4411, -0.7117, -0.7133)
N (-0.9797, 0.5599, -3.2992)
O (0.1719, -0.4356, -1.7329)
O (0.6734, 1.2037, 2.1899)
H (1.3251, 1.0413, 2.8784)
H (-1.9824, 0.5379, -3.1874)
H (1.6479, 0.1835, 0.6826)
H (-0.6487, 1.5029, -3.4363)
H (-0.6923, -0.0308, -4.0642)
H (-1.3981, 0.2360, 0.8609)
H (-0.3762, 1.3326, -0.1328)
H (0.5876, -2.0142, 1.2246)
H (1.5001, -1.3792, 2.6057)
H (-0.2681, -1.2674, 2.5805)

***

How do the records compare in relative energy (zero: lowest compared OMol25 entry of this formula, charge and spin)? In the order shown, they have 178.6 56.1 200.8 409.9 kJ/mol.